The following is a quantum chemistry calculation of a cluster of 2 separate species, C4H11NO2 in total, from the Open Molecules 2025 dataset.

The calculation puts the LUMO energy at 0.882 eV. Its HOMO energy is -0.3296 Ha. The value obtained for the total energy is -364.21620 hartree. The value obtained for the orbital gap is 9.85 eV. The energy above the lowest of the compared OMol25 structures with the same formula, charge and spin comes out at 32.6 kcal/mol.

Atoms and positions in Å:
1 C 2.4328 0.9149 1.0574
2 N 1.8045 0.2886 -0.0893
3 C 0.3531 0.3330 -0.0539
4 C -0.1971 -0.1453 -1.3953
5 C -1.6798 -0.0085 -1.5193
6 O -2.3748 0.4552 -0.6512
7 H 3.5229 0.8480 0.9946
8 H 2.1822 1.9688 1.1138
9 H 2.1800 0.4610 2.0295
10 H 2.1641 -0.6446 -0.2284
11 H -0.0627 -0.3397 0.7054
12 H 0.0807 1.3799 0.1128
13 H 0.0943 -1.1943 -1.5252
14 H 0.3147 0.3609 -2.2254
15 H -2.1571 -0.4025 -2.4317
16 O -2.9826 -1.7708 1.2370
17 H -2.4889 -1.5815 2.0409
18 H -3.1861 -0.9229 0.8281

Forces on atoms 1 to 3 (eV/Å):
0.43 -0.39 0.43
0.25 0.41 -0.07
0.30 -0.26 -0.57